# 1
{
  "formula": "C5H44NO15",
  "method": "wB97M-V/def2-TZVPD",
  "gap_ev": 10.3,
  "charge": 1,
  "spin_multiplicity": 1,
  "lumo_ev": -2.43,
  "mol_weight_g_mol": 358.40,
  "max_force_ev_per_a": 5.44,
  "energy_ev": -38093.3908,
  "relative_energy_kcal_mol": 129.4,
  "species": ["C", "C", "C", "C", "C", "N", "H", "H", "H", "H", "H", "H", "H", "H", "H", "H", "H", "H", "H", "H", "H", "H", "O", "H", "H", "O", "H", "H", "O", "H", "H", "O", "H", "H", "O", "H", "H", "O", "H", "H", "O", "H", "H", "O", "H", "H", "O", "H", "H", "O", "H", "H", "O", "H", "H", "O", "H", "H", "O", "H", "H", "O", "H", "H", "O"],
  "xyz": [[-1.211, 0.794, -2.115], [-1.926, 0.130, -0.896], [-1.104, -0.007, 0.421], [-1.984, -0.134, 1.755], [-1.481, 0.589, 2.975], [-1.011, -0.360, -3.166], [-0.206, 1.113, -1.803], [-1.964, 1.528, -2.474], [-2.919, 0.376, -0.681], [-2.236, -0.969, -1.189], [-0.541, -0.875, 0.299], [-0.314, 0.754, 0.359], [-3.000, 0.006, 1.453], [-1.908, -1.190, 1.934], [-1.759, 0.159, 3.893], [-1.766, 1.652, 3.091], [-0.352, 0.587, 2.953], [-1.848, -1.032, -3.081], [-0.922, 0.052, -4.101], [-0.267, -1.072, -2.802], [2.413, 0.231, -1.636], [1.285, 0.175, -0.568], [1.437, 0.416, -1.509], [5.470, -0.449, -0.833], [4.569, 0.361, 0.223], [4.916, 0.306, -0.629], [-3.326, -2.587, -2.819], [-4.596, -1.859, -3.059], [-3.655, -1.721, -3.013], [0.394, 3.171, -3.648], [-1.036, 2.677, -3.979], [-0.148, 2.654, -4.229], [1.167, -0.732, 1.737], [2.413, 0.098, 1.713], [1.620, -0.047, 1.226], [2.851, -3.799, 1.523], [2.312, -3.966, 3.051], [2.659, -3.379, 2.324], [0.385, -3.658, 3.164], [0.163, -3.659, 4.742], [0.497, -3.287, 4.011], [-1.807, 3.601, -1.016], [-2.329, 4.203, -2.582], [-1.668, 3.797, -1.978], [-1.588, -4.163, -3.508], [-2.030, -4.026, -2.150], [-1.821, -3.458, -2.918], [-2.801, -3.956, 0.033], [-3.196, -5.281, -0.167], [-2.863, -4.592, -0.711], [2.137, 4.795, 2.068], [0.820, 5.450, 1.939], [1.442, 5.033, 2.616], [0.391, 4.924, -0.833], [0.121, 3.587, -0.415], [0.728, 4.281, -0.284], [-4.368, -2.249, 0.516], [-3.700, -2.480, 1.958], [-3.701, -2.669, 0.971], [3.817, 2.919, 3.129], [2.470, 2.900, 2.663], [3.109, 2.311, 2.959], [4.495, 0.284, 2.575], [5.275, -0.948, 2.200], [5.094, 0.014, 1.839]],
  "nbo_charge": [-0.253, -0.433, -0.405, -0.395, -0.617, -0.748, 0.289, 0.229, 0.218, 0.207, 0.189, 0.210, 0.193, 0.193, 0.217, 0.215, 0.215, 0.481, 0.451, 0.466, 0.515, 0.506, -1.018, 0.476, 0.493, -0.984, 0.498, 0.486, -0.984, 0.490, 0.463, -0.948, 0.487, 0.496, -0.960, 0.475, 0.496, -0.975, 0.483, 0.482, -0.959, 0.506, 0.518, -1.019, 0.486, 0.511, -0.993, 0.504, 0.485, -0.982, 0.455, 0.483, -0.936, 0.470, 0.455, -0.922, 0.489, 0.505, -0.973, 0.474, 0.475, -0.949, 0.483, 0.487, -0.951]
}

# 2
{
  "formula": "C5H4Br6",
  "method": "wB97M-V/def2-TZVPD",
  "gap_ev": [7.3, 7.3],
  "spin_multiplicity": 1,
  "lumo_ev": [-1.09, -1.09],
  "mol_weight_g_mol": 543.51,
  "max_force_ev_per_a": 3.17,
  "energy_ev": -425499.4322,
  "species": ["C", "C", "C", "C", "C", "Br", "Br", "Br", "Br", "Br", "Br", "H", "H", "H", "H"],
  "xyz": [[-1.195, 0.769, -2.292], [-1.820, -0.390, -2.419], [1.290, 0.014, 2.455], [0.533, 0.203, 1.103], [1.445, 0.135, -0.047], [-2.218, 2.339, -2.196], [-3.647, -0.646, -2.576], [-0.853, -1.970, -2.522], [-1.076, -0.839, 0.838], [2.206, -1.617, -0.570], [0.601, 0.984, -1.541], [1.686, 0.909, 2.980], [2.244, -0.572, 2.395], [0.750, -0.608, 3.315], [0.055, 1.287, 1.078]],
  "nbo_charge": [-0.358, -0.288, -0.652, -0.415, -0.327, 0.126, 0.171, 0.161, -0.016, 0.021, 0.608, 0.238, 0.237, 0.241, 0.254]
}

# 3
{
  "formula": "C5H4BrF3N2",
  "method": "wB97M-V/def2-TZVPD",
  "gap_ev": [7.1, 5.8],
  "spin_multiplicity": 3,
  "lumo_ev": [0.62, -3.82],
  "mol_weight_g_mol": 229.00,
  "max_force_ev_per_a": 5.78,
  "energy_ev": -86419.9852,
  "species": ["C", "C", "C", "C", "C", "N", "N", "F", "F", "F", "Br", "H", "H", "H", "H"],
  "xyz": [[-0.872, 0.187, -1.672], [-1.111, 1.057, 0.806], [-1.624, -0.472, -0.788], [-0.486, 1.847, -0.156], [2.108, -1.453, 0.773], [-1.695, -0.061, 0.495], [-0.455, 1.451, -1.455], [1.366, -2.414, 0.186], [2.920, -1.975, 1.691], [1.232, -0.748, 1.511], [-0.019, 3.666, 0.144], [-0.968, -0.003, -2.775], [-1.050, 1.189, 1.891], [2.673, -0.737, 0.069], [-2.019, -1.534, -0.719]],
  "mulliken_spin": [0.101, 0.097, 0.198, 0.228, -0.002, 0.748, 0.503, 0.002, 0.000, 0.000, 0.049, 0.016, 0.039, 0.000, 0.022]
}

# 4
{
  "formula": "C5H4BrNS",
  "method": "wB97M-V/def2-TZVPD",
  "gap_ev": 8.6,
  "spin_multiplicity": 1,
  "lumo_ev": -0.39,
  "mol_weight_g_mol": 190.07,
  "max_force_ev_per_a": 4.70,
  "energy_ev": -87614.1323,
  "relative_energy_kcal_mol": 41.2,
  "species": ["C", "C", "C", "C", "C", "N", "S", "Br", "H", "H", "H", "H"],
  "xyz": [[-1.545, 1.527, 0.469], [1.425, -0.422, -0.198], [0.972, -0.131, -1.430], [0.592, -0.433, 1.004], [-1.230, 0.231, 0.036], [-1.795, 2.612, 0.736], [-0.768, 0.121, -1.654], [-2.583, -1.060, 0.547], [2.409, -0.921, -0.043], [1.506, -0.380, -2.404], [0.605, -1.484, 1.302], [0.410, 0.339, 1.636]],
  "nbo_charge": [0.173, -0.292, -0.335, -0.227, -0.434, -0.266, 0.363, 0.082, 0.240, 0.251, 0.224, 0.220]
}

# 5
{
  "formula": "C5H4CaLiO6",
  "method": "wB97M-V/def2-TZVPD",
  "gap_ev": [5.7, 5.7],
  "charge": 2,
  "spin_multiplicity": 2,
  "lumo_ev": [-8.95, -9.00],
  "mol_weight_g_mol": 207.10,
  "max_force_ev_per_a": 3.41,
  "energy_ev": -36162.8162,
  "relative_energy_kcal_mol": 0.0,
  "species": ["O", "C", "O", "O", "Ca", "O", "C", "O", "O", "C", "C", "C", "Li", "H", "H", "H", "H"],
  "xyz": [[-4.765, 4.826, 4.250], [-4.203, 4.080, 3.593], [-3.699, 3.275, 2.911], [-0.937, 0.862, 0.995], [-2.749, 1.768, 1.732], [3.256, -1.377, -3.058], [2.386, -1.610, -2.190], [2.402, -2.609, -1.431], [1.363, -0.727, -2.120], [0.292, -1.039, -1.252], [0.801, -0.619, 0.311], [-0.110, 0.514, 0.183], [4.149, -2.965, -2.309], [0.061, -2.111, -1.230], [-0.592, -0.717, -1.818], [1.839, -0.259, 0.308], [0.506, -1.292, 1.126]],
  "mulliken_spin": [0.000, 0.000, 0.000, 0.164, 0.007, 0.000, -0.001, 0.002, -0.003, 0.028, 0.146, 0.629, 0.000, 0.007, -0.007, -0.004, 0.031]
}

# 6
{
  "formula": "C5H4Cl2N2O3",
  "method": "wB97M-V/def2-TZVPD",
  "gap_ev": 7.6,
  "spin_multiplicity": 1,
  "lumo_ev": -0.52,
  "mol_weight_g_mol": 211.00,
  "max_force_ev_per_a": 1.09,
  "energy_ev": -39412.7777,
  "relative_energy_kcal_mol": 55.2,
  "species": ["C", "C", "C", "C", "C", "N", "N", "O", "O", "O", "Cl", "Cl", "H", "H", "H", "H"],
  "xyz": [[1.658, -0.716, -0.058], [4.649, -1.042, 0.073], [0.210, -0.531, -0.166], [4.336, 0.264, -0.280], [-1.525, 1.050, -0.022], [2.276, -1.794, -0.019], [3.542, -1.992, 0.113], [5.757, -1.550, 0.117], [-0.550, -1.441, -0.364], [-0.131, 0.749, 0.001], [2.646, 0.879, 0.091], [5.451, 1.563, -0.085], [-1.785, 1.483, -0.988], [-1.708, 1.768, 0.775], [-2.101, 0.139, 0.140], [3.843, -2.963, 0.121]],
  "nbo_charge": [0.071, 0.503, 0.723, -0.384, -0.268, -0.080, -0.390, -0.604, -0.540, -0.501, 0.391, 0.046, 0.197, 0.201, 0.218, 0.416]
}

# 7
{
  "formula": "C5H4ClN",
  "method": "wB97M-V/def2-TZVPD",
  "gap_ev": 10.0,
  "spin_multiplicity": 1,
  "lumo_ev": -0.05,
  "mol_weight_g_mol": 113.55,
  "max_force_ev_per_a": 5.54,
  "smiles": "C=C(Cl)C(=C)C#N",
  "energy_ev": -19260.1325,
  "relative_energy_kcal_mol": 17.1,
  "species": ["C", "C", "Cl", "C", "C", "C", "N", "H", "H", "H", "H"],
  "xyz": [[0.583, 1.611, 0.824], [-0.349, 0.895, 0.165], [-1.753, 1.627, -0.498], [-0.160, -0.543, -0.231], [0.841, -1.152, -0.833], [-1.308, -1.258, 0.197], [-2.160, -1.931, 0.569], [0.299, 2.647, 0.999], [1.376, 1.100, 1.139], [1.733, -0.782, -1.348], [0.898, -2.215, -0.982]],
  "nbo_charge": [-0.369, -0.043, 0.035, -0.189, -0.280, 0.252, -0.278, 0.225, 0.209, 0.221, 0.216]
}

# 8
{
  "formula": "C5H4ClO3",
  "method": "wB97M-V/def2-TZVPD",
  "gap_ev": 7.9,
  "charge": -1,
  "spin_multiplicity": 1,
  "lumo_ev": 3.62,
  "mol_weight_g_mol": 147.54,
  "max_force_ev_per_a": 5.23,
  "smiles": "O=C([O-])[C@]1(Cl)C=COC1",
  "energy_ev": -23915.2227,
  "relative_energy_kcal_mol": 11.2,
  "species": ["O", "C", "O", "C", "Cl", "C", "C", "O", "C", "H", "H", "H", "H"],
  "xyz": [[-2.416, 0.707, 1.071], [-1.692, 0.883, 0.105], [-1.683, 1.733, -0.752], [-0.566, -0.250, -0.131], [-1.458, -1.810, -0.290], [0.352, -0.317, 1.170], [1.617, -0.146, 0.762], [1.769, 0.000, -0.626], [0.460, -0.125, -1.215], [0.115, -0.484, 2.216], [2.484, -0.119, 1.253], [0.600, -0.920, -1.835], [0.416, 0.848, -1.730]],
  "nbo_charge": [-0.752, 0.774, -0.748, -0.161, -0.109, -0.283, 0.105, -0.525, -0.108, 0.229, 0.170, 0.187, 0.221]
}